Density functional theory data (ωB97M-V/def2-TZVPD) for C18H18N2O6 in the gas phase.

SMILES string: CCCOC(=O)c1cccc(NC(=O)COc2ccc([N+](=O)[O-])cc2)c1
Frontier orbital gap: 8.49 eV
Lowest unoccupied orbital energy: -0.61 eV

Cartesian coordinates (Å):
1 C 1.8494 1.7930 -2.8259
2 C 2.5821 2.6526 -1.8029
3 C 1.6420 3.6341 -1.1100
4 O 0.6952 2.9089 -0.3236
5 C 0.5167 3.2768 0.9491
6 O 1.0556 4.2241 1.4655
7 C -0.4116 2.3589 1.6618
8 C -0.6046 2.5265 3.0308
9 C -1.4180 1.6486 3.7227
10 C -2.0438 0.5997 3.0695
11 C -1.8583 0.4377 1.7005
12 N -2.4414 -0.6170 0.9808
13 C -2.7344 -1.8583 1.4384
14 O -2.7820 -2.1962 2.5970
15 C -3.0115 -2.8612 0.3041
16 O -2.4792 -2.4901 -0.9499
17 C -1.1369 -2.3570 -1.0949
18 C -0.1970 -2.5758 -0.0863
19 C 1.1405 -2.3471 -0.3366
20 C 1.5480 -1.9046 -1.5890
21 N 2.9369 -1.6395 -1.8324
22 O 3.7172 -1.8275 -0.9228
23 O 3.2485 -1.2350 -2.9345
24 C 0.6199 -1.7067 -2.6091
25 C -0.7125 -1.9315 -2.3608
26 C -1.0483 1.3198 0.9966
27 H 1.4502 2.4113 -3.6268
28 H 2.5258 1.0603 -3.2589
29 H 1.0229 1.2690 -2.3502
30 H 3.3726 3.2225 -2.2925
31 H 3.0434 2.0147 -1.0465
32 H 2.1919 4.3169 -0.4543
33 H 1.0807 4.2174 -1.8475
34 H -0.1024 3.3414 3.5283
35 H -1.5666 1.7745 4.7841
36 H -2.6613 -0.0979 3.6103
37 H -2.4333 -0.4939 -0.0240
38 H -4.0925 -2.9245 0.1483
39 H -2.6530 -3.8465 0.6232
40 H -0.4982 -2.9104 0.8934
41 H 1.8801 -2.4995 0.4343
42 H 0.9609 -1.3725 -3.5765
43 H -1.4568 -1.7814 -3.1263
44 H -0.8986 1.1929 -0.0652

***

Density functional theory data (ωB97M-V/def2-TZVPD) for C15H29N4O7Pd as an isolated structure.

Charge: +1
Frontier orbital gap (spin up / spin down): 6.83 / 6.83 eV
Lowest unoccupied orbital energy (spin up / spin down): -4.20 / -4.20 eV

Cartesian coordinates (Å):
1 Pd 0.8115 1.6853 -0.2477
2 O -0.7975 5.0531 1.5414
3 C 0.0981 4.1726 1.1467
4 O 0.2202 3.8300 -0.0195
5 C 1.0163 3.7235 2.2526
6 O 1.4141 2.3845 2.0834
7 C 0.7831 1.4711 2.9768
8 C -0.5671 1.0130 2.4690
9 O -1.1649 0.1698 3.1711
10 O -0.9318 1.4969 1.3681
11 H -1.3128 5.3445 0.7710
12 H 0.5596 3.8973 3.2241
13 H 1.9039 4.3536 2.1668
14 H 0.6699 1.9026 3.9724
15 H 1.4473 0.6117 3.0462
16 N 0.0151 -0.7139 -0.3364
17 C 1.0876 -1.6167 0.0901
18 C 1.0980 -2.9429 -0.7013
19 C -0.2308 -3.7208 -0.7182
20 C -0.4610 -4.6239 0.5085
21 N -0.2150 -4.0008 1.8126
22 C -0.9353 -3.0464 2.3814
23 N -1.9917 -2.5435 1.7485
24 N -0.6021 -2.5428 3.5752
25 C 2.4483 -0.9086 -0.0495
26 O 3.4365 -1.6073 -0.2023
27 O 2.4399 0.3785 0.1250
28 H -0.8128 -0.6338 0.2370
29 H -0.2223 -0.8634 -1.3020
30 H 1.0179 -1.7859 1.1616
31 H 1.8933 -3.5875 -0.3264
32 H 1.3909 -2.6834 -1.7230
33 H -0.2566 -4.4055 -1.5692
34 H -1.0582 -3.0213 -0.8658
35 H 0.2432 -5.4525 0.4715
36 H -1.4611 -5.0610 0.4870
37 H 0.6277 -4.2692 2.2921
38 H -2.3760 -3.0210 0.9522
39 H -2.5831 -1.8865 2.2438
40 H 0.2671 -2.8441 3.9882
41 H -0.8163 -1.5417 3.7091
42 C -0.9307 0.4793 -3.1754
43 C -0.2409 1.8590 -2.9748
44 C 0.3074 2.3610 -4.3223
45 C -1.2766 2.8477 -2.4003
46 C 0.8519 1.6342 -2.0452
47 H -1.6211 0.6083 -4.0089
48 H -1.4954 0.1954 -2.2900
49 H -0.2278 -0.3182 -3.4343
50 H -0.5269 2.5698 -4.9936
51 H 0.9531 1.6148 -4.7914
52 H 0.8799 3.2825 -4.1973
53 H -2.1701 2.8315 -3.0275
54 H -0.8772 3.8617 -2.3882
55 H -1.5568 2.5816 -1.3814
56 H 1.8381 1.4280 -2.4815

***

Density functional theory data (ωB97M-V/def2-TZVPD) for a 2-piece molecular cluster, C6H11N overall.

Frontier orbital gap: 9.83 eV
Lowest unoccupied orbital energy: 0.96 eV

Cartesian coordinates (Å):
1 C 1.9848 -0.5568 0.0947
2 C 0.7591 0.3147 0.3482
3 C 0.8024 1.5348 -0.5068
4 C -0.9945 -0.9077 0.0455
5 C -2.3237 -0.5922 0.7784
6 C -0.9377 -0.3813 -1.2698
7 N -0.7061 0.3054 -2.1787
8 H 2.2291 -1.1830 0.9516
9 H 2.9124 -0.0254 -0.1987
10 H 1.7224 -1.1805 -0.7616
11 H 0.4906 0.5632 1.3652
12 H 1.5626 1.8526 0.2526
13 H -0.0491 2.2202 -0.4851
14 H 1.2930 1.5013 -1.4898
15 H -0.7080 -1.9657 0.1408
16 H -3.1953 -1.1852 0.4365
17 H -2.2432 -0.7692 1.8555
18 H -2.5989 0.4547 0.6216

***

Ordered F_max results: 1.31, 1.25, 2.42; unit eV Å⁻¹.
Ordered energy above the lowest of the compared OMol25 structures with the same formula, charge and spin results: 85.8, 4.5, 69.8; unit kcal per mole.